<i>
A 2-piece molecular cluster, C3H6NO overall, computed with ωB97M-V/def2-TZVPD.

Atoms and positions in Å:
C1 -0.50929 1.42079 0.68325
C2 0.98963 -0.51256 -0.79936
C3 0.05726 -2.73493 -0.09651
N1 -0.31970 2.84829 0.33745
O1 0.65117 -1.62613 -0.68695
H1 -0.80402 -3.00379 -0.71082
H2 -0.45510 -2.52027 0.82982
H3 0.91797 -3.58641 0.01864
H4 0.54136 2.98782 -0.22282
H5 -0.13496 3.52639 1.01582
H6 -0.93432 3.20081 -0.36852

Results
molar mass = 72.087 g/mol
spin multiplicity = 1
orbital gap (alpha / beta) = 0.2346 / 0.2728 Ha
charge = +1
HOMO energy (alpha / beta) = -10.956 / -11.774 eV

Atom charges from the Mulliken analysis, given in e for atoms 1 to 6: atom 1 (C): -0.45, atom 2 (C): 0.19, atom 3 (C): -0.47, atom 4 (N): -0.29, atom 5 (O): 0.06, atom 6 (H): 0.28

<ii>
An isolated ion of composition C3H6NO and charge +1, computed with ωB97M-V/def2-TZVPD.

Atoms and positions in Å:
C1 -1.43210 -1.26813 0.30627
C2 -0.93212 0.91038 -0.14238
C3 0.04822 -1.23319 0.10202
N1 0.36961 0.21013 0.18102
O1 -2.38660 -1.86738 0.53908
H1 -1.08217 1.10222 -1.18890
H2 -1.23524 1.66597 0.55973
H3 0.61901 -1.86724 0.79452
H4 0.22504 -1.60661 -0.91677
H5 1.13861 0.47079 -0.45094
H6 0.65287 0.47092 1.13305

Results
molar mass = 72.087 g/mol
spin multiplicity = 1
orbital gap = 0.3342 Ha
charge = +1
HOMO energy = -13.640 eV

Atom charges from the Mulliken analysis, given in e for atoms 1 to 6: atom 1 (C): 0.36, atom 2 (C): -0.77, atom 3 (C): -0.25, atom 4 (N): -0.14, atom 5 (O): -0.20, atom 6 (H): 0.30

Quick one: least stable of them? <i>